Entry from OMol25: a molecular structure, C18H49BBa2Br2N3O7 (ωB97M-V/def2-TZVPD).

XYZ file:
```
82
Properties=species:S:1:pos:R:3:forces:R:3:lowdin_charge:R:1
Ba -2.8779 -1.7153 -2.0697 -1.8 0.6 1.0 1.795
Ba 0.2428 -2.2092 1.2228 -0.5 -1.4 -1.4 1.888
O -1.6211 -3.6972 -0.3474 1.0 0.9 0.1 -0.560
C -0.8852 -4.5596 -1.1475 -1.3 -1.0 -0.4 -0.496
C 0.6492 -4.6878 -1.0330 1.4 -0.3 0.2 -0.485
O 1.4414 -3.5724 -0.7948 -1.1 0.9 0.6 -0.510
H -1.1747 -4.4620 -2.2358 0.3 0.6 0.0 0.060
H -1.2729 -5.5991 -1.0164 0.3 0.0 0.2 0.091
H 1.0023 -5.2066 -1.9595 -0.4 0.1 -0.1 0.087
H 0.9176 -5.4804 -0.2870 -0.6 0.2 0.3 0.079
O -6.3281 2.2493 -3.2142 -0.6 0.3 0.2 -0.319
C -5.0939 1.8200 -3.0795 -0.4 0.3 -1.2 -0.617
C -4.7167 1.0981 -1.8142 0.9 -0.9 1.8 -0.519
O -5.0784 -0.2212 -1.5917 1.1 -1.2 -0.7 -0.548
H -4.3038 2.6430 -3.1467 0.1 0.0 -0.1 0.063
H -4.8402 1.1054 -3.9410 0.6 -0.3 0.1 0.068
H -5.0511 1.7020 -0.9415 -0.1 0.2 -0.3 0.096
H -3.5761 1.1833 -1.7483 0.0 0.1 -0.3 0.034
B -1.2544 -0.2820 -0.2408 0.2 1.4 0.0 -0.754
H -2.0844 -0.7769 0.3843 -1.5 -0.6 1.0 -0.047
H -0.7832 -1.1649 -0.7878 1.3 -1.2 -1.1 -0.169
H -1.6689 0.4851 -1.0377 -0.2 0.5 -0.2 -0.052
H -0.4970 0.1732 0.5311 0.8 0.7 0.4 -0.072
Br 0.4419 3.3587 0.8241 0.0 0.1 0.0 0.697
C -0.3538 3.1871 -0.9480 0.1 -0.5 -0.2 -0.667
C -0.5580 4.5151 -1.5875 0.1 0.9 -0.1 -0.710
Br -2.0637 5.4638 -0.8035 0.1 0.0 0.0 0.622
H -1.2750 2.6178 -0.8618 0.0 0.0 0.2 0.042
H 0.3772 2.5896 -1.4922 -0.1 0.0 -0.1 0.049
H -0.7738 4.4704 -2.6521 -0.2 -0.4 0.0 0.050
H 0.3084 5.1644 -1.4750 0.0 0.0 0.1 0.046
C 1.8391 -1.7300 -4.3006 0.6 0.2 -1.0 -0.049
C 0.7088 -1.1560 -3.4957 -0.8 -0.2 -0.1 -0.414
C 0.2018 0.1589 -4.0724 0.5 -0.2 -0.2 -0.198
O 1.2949 1.0081 -4.3837 0.0 -0.2 0.3 -0.183
C 0.8654 2.2563 -4.8513 -0.3 0.5 -0.1 -0.110
N -0.4514 -2.0762 -3.5363 0.0 -0.6 -0.1 -0.073
H 1.5720 -1.6234 -5.3628 0.0 -0.1 0.1 0.087
H 2.0142 -2.7920 -4.1367 -0.1 0.0 0.4 0.081
H 2.7872 -1.1973 -4.2119 -0.1 0.0 0.3 0.079
H 0.9144 -1.0291 -2.4342 0.4 -0.1 0.0 0.110
H -0.4846 0.6302 -3.3589 -0.1 0.1 -0.2 0.124
H -0.3067 -0.0832 -5.0189 -0.3 0.2 0.1 0.132
H 1.7037 2.7551 -5.3350 0.1 0.0 0.1 0.087
H 0.4921 2.8908 -4.0348 0.1 -0.1 0.0 0.070
H 0.0452 2.1798 -5.5772 0.1 -0.2 0.0 0.096
H -0.7109 -2.3204 -4.4941 0.2 0.5 -0.2 0.083
H -0.1278 -2.9856 -3.1990 0.0 0.2 0.6 0.054
C 4.0599 -1.7616 4.1708 -0.3 0.4 -0.4 -0.053
C 2.9508 -1.6501 3.0975 0.8 -1.1 0.7 -0.445
C 3.4439 -0.7757 1.9454 -0.2 0.3 0.6 -0.210
O 2.3562 -0.4860 1.1031 -0.2 0.2 0.3 -0.344
C 2.6873 0.1594 -0.1035 0.4 0.9 -0.4 -0.082
N 2.6371 -3.0114 2.6121 0.2 0.7 -0.6 -0.055
H 3.8493 -2.6107 4.8166 0.1 0.0 0.0 0.073
H 4.1544 -0.8774 4.8024 0.0 0.1 -0.1 0.078
H 4.9932 -1.9201 3.6251 0.2 -0.1 0.3 0.084
H 2.0523 -1.2054 3.5379 0.0 0.2 -0.2 0.114
H 4.2451 -1.1468 1.2935 0.1 -0.7 0.5 0.138
H 3.8766 0.0749 2.4956 -0.3 0.6 -0.6 0.136
H 2.8842 1.2303 0.0460 -0.1 -0.1 0.2 0.085
H 1.8490 0.0993 -0.7927 -0.1 -0.3 0.1 0.078
H 3.5924 -0.2575 -0.5588 -0.2 -0.3 0.0 0.102
H 2.5319 -3.7049 3.3421 0.1 0.2 0.2 0.078
H 3.4637 -3.2403 2.0686 -0.4 -0.7 -0.2 0.091
C -2.5697 1.3932 3.2502 0.4 -0.3 -0.1 -0.024
C -1.0829 1.0816 3.2013 0.4 -0.2 0.1 -0.442
C -0.2408 1.9645 4.0988 -0.1 0.0 0.1 -0.233
O -0.5603 1.7306 5.4599 -0.2 0.0 0.0 -0.192
C 0.1251 2.5914 6.3210 0.7 -0.2 0.7 -0.125
N -0.7889 -0.3413 3.5453 0.0 -0.2 0.6 -0.002
H -2.9209 1.2982 4.2787 -0.1 0.1 0.0 0.082
H -3.0829 0.6628 2.6225 -0.2 0.1 0.0 0.086
H -2.7724 2.3879 2.8574 -0.1 0.0 0.0 0.090
H -0.6558 1.2737 2.2210 -0.4 -0.1 -0.2 0.036
H -0.4172 3.0090 3.8183 0.0 0.0 0.1 0.114
H 0.8284 1.7345 3.9712 0.0 0.1 -0.2 0.125
H 0.1598 2.1405 7.3180 -0.3 0.0 -0.1 0.086
H -0.3185 3.5868 6.4145 -0.1 0.0 -0.3 0.091
H 1.1862 2.6849 6.0427 -0.1 0.2 -0.2 0.086
H -0.4737 -0.3162 4.5153 0.2 -0.1 -0.1 0.065
H -1.6487 -0.8759 3.6576 -0.2 0.3 -0.4 0.071
```
Positions in Å, forces in eV/Å.

Results
* total charge: -1
* gap between HOMO and LUMO: 2.7278 eV
* HOMO level: -1.67 eV
* E_tot: -180410.2105 eV
* lowest unoccupied orbital energy: 1.06 eV

=====

Entry from OMol25: 13 unconnected molecules or ions with the total composition F6H24O12P (ωB97M-V/def2-TZVPD).

XYZ file:
```
43
Properties=species:S:1:pos:R:3:forces:R:3:lowdin_charge:R:1
P 17.4078 -19.8187 14.5204 -2.7 0.2 0.3 0.223
F 18.2570 -21.0836 15.0142 0.6 0.8 -0.2 -0.115
F 18.0571 -18.7308 15.5816 0.7 -1.1 0.0 -0.184
F 18.5379 -19.3542 13.4475 0.3 -0.9 -0.1 -0.139
F 16.5039 -18.6006 13.9575 -0.3 0.2 -0.1 -0.147
F 16.5747 -20.7872 13.5017 1.1 0.1 -0.4 -0.146
F 16.3120 -20.1421 15.6512 -0.1 0.0 0.1 -0.130
O 20.1348 -16.6014 12.7165 0.4 0.3 -0.6 -0.039
H 20.2086 -15.7559 12.2552 0.2 -0.1 0.0 0.064
H 20.0797 -17.2600 12.0133 0.0 -0.1 0.2 0.065
O 13.6946 -17.3077 12.6502 -0.3 0.2 0.2 -0.082
H 14.3463 -17.7888 12.1350 0.2 0.0 -0.1 0.003
H 14.1747 -16.5282 12.9810 0.1 -0.4 -0.4 -0.012
O 18.4304 -23.1712 13.0592 0.1 0.2 -0.3 -0.043
H 18.1647 -23.0419 12.1419 0.0 0.0 0.0 0.064
H 18.5276 -22.2715 13.4101 0.1 -0.2 0.0 0.022
O 16.6653 -16.8788 17.0236 -0.1 -0.1 0.0 -0.065
H 17.1122 -17.5302 16.4566 -0.4 0.3 0.4 -0.013
H 16.7122 -16.0624 16.5187 0.1 0.0 -0.1 0.012
O 17.1836 -23.2056 17.2942 0.1 -0.4 0.1 -0.084
H 17.0072 -23.7532 16.5051 0.0 0.5 0.1 0.002
H 16.4791 -22.5523 17.2988 0.1 0.1 -0.1 0.013
O 21.0577 -21.3761 15.7912 0.1 0.1 0.0 -0.079
H 20.9122 -20.4153 15.8489 0.1 -0.2 0.0 -0.010
H 20.1791 -21.7601 15.8606 0.0 0.0 0.1 0.008
O 16.5983 -18.4685 10.8031 0.0 0.0 0.0 -0.049
H 17.1338 -17.6834 10.6564 -0.1 0.0 0.0 0.030
H 16.7865 -18.7242 11.7145 0.0 0.0 0.1 -0.005
O 14.1391 -19.6492 17.5462 -0.3 -0.1 0.1 -0.067
H 14.0726 -18.8053 17.0874 0.2 0.0 0.0 0.030
H 14.4332 -20.2656 16.8687 0.1 0.1 0.0 0.005
O 16.3363 -23.7552 14.6898 -0.2 -0.1 -0.4 -0.082
H 16.9840 -23.5494 13.9778 -0.1 -0.1 0.5 -0.001
H 15.7023 -23.0309 14.6549 0.1 0.0 0.0 0.037
O 18.1212 -16.3682 14.4236 0.5 0.2 -0.3 -0.094
H 18.3268 -17.3104 14.6125 -0.3 1.1 -0.3 -0.008
H 18.8218 -16.0960 13.7889 -0.6 -0.6 0.7 0.014
O 20.8084 -18.5808 15.2869 0.1 0.1 -0.2 -0.051
H 20.1142 -18.8153 14.6542 0.2 0.1 0.1 0.003
H 20.4600 -17.8085 15.7447 0.0 -0.1 0.0 0.053
O 15.6050 -15.2372 13.1473 0.3 -0.1 0.1 -0.068
H 16.4156 -15.7438 13.3638 -0.3 0.1 0.2 0.021
H 15.2470 -14.9937 14.0080 0.2 0.0 0.0 0.049
```
Positions in Å, forces in eV/Å.

Results
* total charge: -1
* gap between HOMO and LUMO: 9.8323 eV
* energy relative to the best compared isomer or geometry (same formula, charge and spin): 20.1 kcal/mol
* HOMO level: -7.97 eV
* E_tot: -50563.6340 eV
* lowest unoccupied orbital energy: 1.86 eV

=====

Entry from OMol25: a molecular structure, C16H38ClDyO3PbSSi (ωB97M-V/def2-TZVPD).

XYZ file:
```
62
Properties=species:S:1:pos:R:3:forces:R:3:mulliken_spin:R:1
Dy 0.7795 0.2217 -1.2332 0.5 0.1 -1.2 4.956
Cl -0.2845 -0.3068 -3.4968 -0.1 0.2 0.1 0.010
C 2.2014 -1.5123 -1.6024 0.3 -0.3 -0.5 0.087
H 3.1668 -1.4685 -1.0981 0.2 0.0 0.0 0.000
H 2.3823 -1.5695 -2.6823 0.1 0.0 0.0 -0.011
H 1.7411 -2.4648 -1.3206 -0.1 0.0 0.0 -0.001
Pb 0.5099 -0.2877 -6.3969 0.5 0.4 -2.0 -0.152
C 0.8119 -2.5305 -6.6986 0.0 0.2 0.4 -0.017
C -1.5796 0.5820 -6.6743 0.2 -0.1 0.4 -0.010
C 1.9191 0.8179 -7.5449 -0.7 -0.5 -0.6 0.197
H -1.5965 1.4214 -5.9675 -0.2 -0.2 -0.3 0.000
H -1.7194 0.9351 -7.7080 0.2 -0.2 0.4 -0.002
H -2.3509 -0.1468 -6.3925 0.3 0.2 -0.1 0.001
H 1.6544 -2.7667 -6.0354 -0.3 -0.1 -0.3 0.000
H -0.0813 -3.0882 -6.3862 0.3 0.2 -0.1 0.001
H 1.0704 -2.7482 -7.7469 -0.1 0.3 0.5 -0.002
H 2.8514 0.3388 -7.9068 -0.5 0.5 0.7 -0.004
H 1.6973 1.8553 -7.8660 0.3 -0.7 0.7 -0.003
C 3.5148 0.1729 1.4544 0.2 0.1 -0.1 -0.005
C 2.2985 -0.6062 1.9275 -0.7 0.1 -1.0 -0.021
C 2.5539 -2.0989 1.8569 0.1 -0.1 0.2 0.002
C 1.8587 -0.1276 3.2929 0.5 -0.2 0.8 0.000
O 1.1694 -0.3477 0.9319 0.4 -0.3 1.5 -0.016
Si -0.4409 0.0657 1.3305 -0.1 -0.1 0.8 -0.063
S -1.5046 -0.5440 -0.3155 -0.5 -0.3 0.5 -0.008
O -0.8435 -0.4884 2.7992 -0.6 -0.1 -0.1 -0.019
C -1.8754 -1.3131 3.4379 0.3 0.3 -0.3 -0.002
C -2.3760 -2.4009 2.4998 -0.2 -0.2 0.0 0.000
C -1.2109 -1.9495 4.6483 0.1 0.0 0.2 0.000
C -2.9898 -0.3735 3.8721 -0.2 0.0 0.2 0.000
O -0.1121 1.7066 1.3064 -0.9 0.6 -0.5 0.062
C -1.0447 2.8222 0.9827 0.8 -0.5 0.6 0.018
C -1.2259 2.9008 -0.5283 -0.4 -0.1 0.0 -0.002
C -2.3595 2.6106 1.7208 -0.3 0.3 0.0 0.002
C -0.3444 4.0821 1.4812 -0.1 0.2 0.1 0.001
H 4.3527 -0.0749 2.1214 -0.2 0.1 -0.2 0.000
H 3.3517 1.2576 1.5067 0.0 -0.2 0.0 0.000
H 3.8222 -0.1008 0.4369 -0.2 0.0 0.2 0.001
H 3.3942 -2.3418 2.5182 -0.1 0.0 -0.1 0.000
H 1.6756 -2.6618 2.1900 0.1 0.1 -0.1 0.000
H 2.8192 -2.3997 0.8370 -0.1 0.1 0.3 -0.001
H 2.7141 -0.2018 3.9857 -0.1 0.1 -0.3 0.000
H 1.5422 0.9241 3.2693 0.0 -0.3 0.0 -0.001
H 1.0679 -0.7585 3.7112 0.3 0.4 -0.2 0.000
H -1.5377 -2.9665 2.0724 -0.2 0.2 0.0 0.000
H -2.9899 -3.1129 3.0717 0.1 0.2 -0.1 0.000
H -2.9942 -1.9853 1.6958 0.2 -0.1 0.1 0.000
H -0.8298 -1.1869 5.3403 -0.1 -0.1 -0.2 0.000
H -1.9457 -2.5671 5.1797 0.2 0.1 -0.1 0.000
H -0.3794 -2.5983 4.3468 -0.2 0.1 0.0 0.000
H -2.6056 0.3867 4.5695 -0.1 -0.2 -0.2 0.000
H -3.4528 0.1305 3.0144 0.2 -0.2 0.1 0.000
H -3.7698 -0.9487 4.3872 0.1 0.1 -0.1 0.000
H -1.7429 2.0080 -0.9061 0.2 0.3 0.0 0.002
H -1.8477 3.7692 -0.7756 0.2 -0.1 0.0 -0.001
H -0.2536 3.0433 -1.0273 -0.2 0.0 0.1 0.004
H -2.2021 2.5500 2.8096 0.0 -0.1 -0.4 0.000
H -3.0137 3.4747 1.5287 0.1 -0.2 0.1 0.000
H -2.8929 1.7176 1.3644 0.2 0.2 0.1 -0.001
H -0.2174 4.0827 2.5697 0.0 -0.1 -0.2 0.000
H 0.6414 4.2091 1.0241 -0.1 -0.1 0.0 -0.001
H -0.9467 4.9582 1.2172 0.1 -0.1 0.0 0.000
```
Positions in Å, forces in eV/Å.

Results
* gap between HOMO and LUMO (alpha / beta): 5.7724 / 5.4704 eV
* 2S+1: 6
* HOMO level (alpha / beta): -6.44 / -6.02 eV
* E_tot: -83919.1219 eV
* lowest unoccupied orbital energy (alpha / beta): -0.66 / -0.55 eV

=====

Entry from OMol25: a molecular structure, H22O11Xe (ωB97M-V/def2-TZVPD).

XYZ file:
```
34
Properties=species:S:1:pos:R:3:forces:R:3:lowdin_charge:R:1
Xe 0.4985 0.1519 0.3774 0.0 -0.1 -0.1 0.366
O 0.6060 1.9076 -3.1087 -0.1 0.0 -0.2 -0.051
H 1.0022 2.4408 -3.7979 0.0 0.1 -0.3 0.056
H 1.1833 2.0233 -2.3540 0.2 0.0 0.7 -0.005
O -0.9103 -0.2948 -3.8163 -0.2 -0.4 -0.3 -0.051
H -0.3169 0.3768 -3.4800 0.4 0.6 0.3 -0.010
H -1.0400 -0.0619 -4.7357 -0.2 -0.1 -0.2 0.055
O -2.9065 2.2559 -0.0740 -0.2 -0.2 -0.5 -0.069
H -3.6232 2.7550 0.3178 -0.1 0.1 0.1 0.030
H -2.2121 2.2757 0.5846 0.3 0.0 0.4 -0.021
O -2.9599 -0.7722 1.9936 0.1 0.0 0.0 -0.038
H -3.4164 -0.5801 1.1745 -0.1 0.1 -0.5 0.054
H -3.6450 -1.0911 2.5811 -0.2 -0.2 0.3 0.063
O 1.7232 -3.1876 -1.8030 0.2 -0.1 0.3 -0.065
H 1.7320 -2.2945 -2.1473 -0.1 0.3 0.0 0.015
H 1.6250 -3.7422 -2.5770 -0.1 -0.2 -0.2 0.030
O 0.3828 0.4164 4.2378 0.1 0.0 0.5 -0.076
H -0.2559 0.8363 3.6617 -0.3 0.3 -0.4 -0.036
H 0.7084 -0.3285 3.7326 0.3 -0.3 -0.2 -0.028
O 2.0065 3.1722 -0.5886 -0.1 -0.3 -0.2 -0.090
H 1.4073 3.8578 -0.8837 -0.3 0.3 0.0 0.041
H 2.8419 3.3891 -1.0024 0.4 0.1 0.0 0.043
O 1.5486 -2.3023 2.9387 0.1 0.3 0.1 -0.076
H 1.5947 -2.8212 2.1356 0.0 -0.1 -0.3 0.029
H 0.9203 -2.7687 3.4900 -0.2 -0.1 0.2 0.042
O -1.7849 -1.9961 -1.8939 -0.2 -0.6 0.6 -0.090
H -1.4519 -1.3259 -2.4908 0.1 0.3 -0.6 -0.044
H -2.5929 -1.6233 -1.5412 -0.1 0.1 0.0 0.017
O 4.7256 -1.3321 0.0754 0.1 0.2 -0.1 -0.057
H 3.9546 -1.3643 0.6418 -0.2 0.1 0.2 0.011
H 4.9790 -2.2483 -0.0371 0.0 -0.2 -0.1 0.030
O -1.8055 1.6021 2.6237 0.5 0.9 0.1 -0.101
H -2.2510 0.8010 2.3483 -0.3 -0.9 -0.1 -0.032
H -2.2673 1.8730 3.4171 -0.1 0.2 0.2 0.059
```
Positions in Å, forces in eV/Å.

Results
* gap between HOMO and LUMO: 10.4013 eV
* energy relative to the best compared isomer or geometry (same formula, charge and spin): 17.3 kcal/mol
* HOMO level: -10.29 eV
* E_tot: -31842.1968 eV
* lowest unoccupied orbital energy: 0.11 eV

=====

Entry from OMol25: a gas-phase ion, C30H30F3N8O (charge +1) (ωB97M-V/def2-TZVPD).

XYZ file:
```
72
Properties=species:S:1:pos:R:3:forces:R:3:lowdin_charge:R:1
C 5.9744 3.9103 -4.5051 0.1 0.1 0.0 -0.007
C 4.8240 3.1737 -3.9261 -0.3 -0.2 -0.1 -0.364
N 4.6790 3.1714 -2.6164 0.1 0.1 0.6 0.190
C 3.6603 2.5041 -2.0702 -0.1 -0.2 -0.7 -0.260
N 3.5912 2.5520 -0.7241 0.4 0.3 0.3 0.146
C 2.6651 1.9694 0.1254 -0.8 -0.5 0.4 -0.262
N 1.6464 1.2833 -0.3915 0.6 0.4 0.0 0.118
C 0.7914 0.7316 0.4475 0.0 0.0 0.6 -0.042
C 0.9286 0.8369 1.8388 0.4 0.3 -0.7 -0.249
N 1.9506 1.5432 2.3458 -0.2 -0.1 0.0 0.148
C 2.7981 2.1012 1.5159 0.1 0.0 -0.3 -0.050
H 3.6080 2.6663 1.9578 0.2 0.1 0.0 0.120
C -0.0073 0.1873 2.7197 -0.2 -0.2 0.8 -0.028
C 0.0834 0.2069 4.0596 0.1 0.2 -0.7 -0.009
C -0.8538 -0.4782 4.9301 -0.4 -0.4 0.3 -0.161
C -1.4822 -1.6370 4.4767 0.1 0.0 0.3 0.014
C -2.4402 -2.2859 5.2410 0.2 0.2 0.4 -0.154
C -2.7270 -1.8082 6.5163 0.0 -0.1 -0.3 0.005
C -2.0849 -0.6778 6.9872 0.0 0.0 0.0 -0.018
C -1.1568 0.0082 6.2147 -0.1 -0.1 -0.2 -0.209
C -0.5112 1.2511 6.7401 0.0 0.0 0.0 -0.039
H 0.5651 1.1106 6.8351 0.1 0.1 0.0 0.090
H -0.6813 2.0896 6.0667 0.0 0.1 0.0 0.090
H -0.9097 1.5047 7.7185 0.0 0.0 0.0 0.080
H -2.3140 -0.3157 7.9785 0.0 0.1 0.1 0.115
H -3.4504 -2.3294 7.1240 -0.1 -0.1 0.1 0.125
C -3.1038 -3.5212 4.7449 0.1 0.0 -0.1 -0.422
O -3.3130 -4.4898 5.4363 -0.1 0.0 0.2 0.106
N -3.4203 -3.5484 3.4018 -0.1 -0.6 -0.1 0.140
C -3.4760 -2.4998 2.4928 -0.1 0.6 -0.5 -0.244
C -3.1013 -2.7248 1.1678 0.0 0.1 0.1 0.055
C -3.1254 -1.6768 0.2614 -0.1 0.1 0.0 -0.129
C -3.5245 -0.4024 0.6457 0.1 -0.2 -0.1 -0.029
C -3.9288 -0.1932 1.9536 0.1 0.0 -0.1 -0.047
C -3.9141 -1.2276 2.8685 -0.1 -0.2 -0.1 -0.006
H -4.2496 -1.0582 3.8789 0.0 0.0 0.1 0.127
H -4.2673 0.7842 2.2584 0.0 0.1 0.1 0.114
H -3.5346 0.4018 -0.0732 0.0 0.1 -0.1 0.122
C -2.6830 -1.8853 -1.1566 0.2 0.0 -0.3 -0.583
F -1.5206 -1.2275 -1.4191 0.2 0.2 0.2 0.103
F -3.5588 -1.4101 -2.0550 -0.2 0.1 0.1 0.146
F -2.4526 -3.1613 -1.4755 -0.1 -0.2 0.2 0.148
H -2.7874 -3.7090 0.8542 0.1 -0.1 0.0 0.130
H -3.6415 -4.4726 3.0507 0.0 0.1 0.2 0.163
H -1.1839 -2.0528 3.5266 0.0 0.0 -0.1 0.125
H 0.8832 0.7764 4.5102 0.1 0.1 0.0 0.111
H -0.8194 -0.3289 2.2251 -0.2 -0.1 0.0 0.099
H -0.0222 0.1827 -0.0045 -0.2 -0.1 0.1 0.105
H 4.3340 3.0852 -0.2875 -0.1 -0.1 -0.1 0.161
C 2.7367 1.8033 -2.8855 0.0 0.0 -0.2 0.087
C 2.9986 1.8829 -4.2248 0.7 0.5 0.6 -0.268
N 4.0046 2.5417 -4.7713 -0.4 -0.3 -0.5 0.181
N 2.1228 1.2001 -5.1959 0.1 0.1 0.5 -0.040
H 1.3767 0.7221 -4.6758 0.2 0.1 0.0 0.192
C 2.8812 0.1799 -5.9662 0.2 -0.9 -0.6 -0.086
C 1.9361 -0.5215 -6.9547 0.2 0.1 0.1 -0.184
N 1.2673 0.4004 -7.8368 0.0 0.0 -0.3 -0.060
H 1.8988 0.7851 -8.5293 0.0 0.0 0.0 0.125
C 0.5782 1.4334 -7.1067 0.2 0.2 0.1 -0.184
C 1.4938 2.1778 -6.1218 -0.7 0.4 -0.7 -0.086
H 2.3043 2.6925 -6.6425 0.0 -0.1 0.2 0.136
H 0.9308 2.9055 -5.5351 0.1 -0.1 0.1 0.144
H 0.1500 2.1475 -7.8101 0.0 0.0 0.1 0.133
H -0.2464 0.9659 -6.5572 -0.1 0.1 0.0 0.129
H 2.5033 -1.2397 -7.5467 0.0 0.0 0.1 0.133
H 1.1700 -1.0734 -6.3989 0.1 -0.1 0.0 0.129
H 3.6853 0.7046 -6.4871 -0.1 0.0 0.1 0.136
H 3.3186 -0.5346 -5.2670 0.0 0.1 0.1 0.144
H 1.9155 1.2705 -2.4387 -0.1 0.0 -0.1 0.090
H 6.2148 4.7682 -3.8850 0.0 0.0 0.0 0.086
H 5.7538 4.2169 -5.5227 0.0 0.0 0.0 0.082
H 6.8445 3.2549 -4.5230 0.1 0.0 0.0 0.093
```
Positions in Å, forces in eV/Å.

Results
* total charge: +1
* gap between HOMO and LUMO: 7.3497 eV
* SMILES: Cc1nc(Nc2cnc(/C=C/c3cc(C(=O)Nc4cccc(C(F)(F)F)c4)ccc3C)cn2)cc([NH+]2CCNCC2)n1
* energy relative to the best compared isomer or geometry (same formula, charge and spin): 0.0 kcal/mol
* HOMO level: -10.16 eV
* E_tot: -53713.7288 eV
* lowest unoccupied orbital energy: -2.81 eV